Entry 1:
The following is a quantum chemistry calculation of C4H7NO2 in the gas phase at a distorted geometry, from the OMol25 dataset.

XYZ file:
```
14
Properties=species:S:1:pos:R:3:forces:R:3:lowdin_charge:R:1
C 0.916633 1.140740 -1.222591 -0.142 -0.054 0.032 -0.035
C 0.351349 0.067313 -0.309124 -0.066 -0.342 0.151 -0.300
N 1.099003 -0.742266 0.340064 -0.684 0.178 -0.237 0.041
O 2.444245 -0.513511 0.059039 0.172 -0.124 0.083 -0.064
C -1.159596 0.118542 -0.079714 -0.153 -1.278 0.400 -0.144
C -1.932666 -0.726637 1.196158 0.411 0.026 1.071 -0.123
O -1.493513 0.573102 1.215803 -0.384 0.378 0.220 -0.069
H 1.604679 0.722335 -1.967916 -0.196 -0.038 0.212 0.082
H 0.110738 1.671671 -1.731832 0.074 -0.099 0.088 0.076
H 1.500785 1.863142 -0.636877 -0.144 -0.184 -0.051 0.089
H 2.906819 -1.172296 0.594725 -0.207 0.120 -0.098 0.096
H -1.953709 -0.664597 -0.354236 0.278 1.378 -1.639 0.128
H -3.031901 -0.779704 1.315385 0.568 -0.276 -0.576 0.124
H -1.362866 -1.557836 1.581117 0.473 0.315 0.344 0.100
```
Forces are in eV/Å.

Max |F| in eV/Å: 2.159
Total charge: 0
HOMO energy in eV: -8.549
Energy above the lowest of the compared OMol25 structures with the same formula, charge and spin in kJ/mol: 642.7
Structure (SMILES): C/C(=N\O)[C@H]1CO1
LUMO level in eV: 1.02

=====

Entry 2:
The following is a quantum chemistry calculation of a molecular structure, C4H7NO2 at a distorted geometry, from the OMol25 dataset.

XYZ file:
```
14
Properties=species:S:1:pos:R:3:forces:R:3:lowdin_charge:R:1
C -1.535715 0.220570 -0.060764 1.801 1.420 -1.236 -0.349
C -0.898524 0.123276 1.275389 0.132 1.990 -2.488 0.028
C -0.051678 0.326693 -0.461530 -2.214 1.799 5.058 -0.381
C 1.806906 -1.162259 -0.408765 -2.205 2.236 2.004 0.015
N -2.622672 0.319281 -0.660863 -1.262 -0.486 1.944 0.167
O 0.691824 1.504003 -0.243931 0.276 0.131 -1.076 0.012
O 0.556913 -0.693497 -0.935649 0.245 -1.565 -2.450 -0.044
H -0.710779 1.108061 1.778774 -0.403 -1.272 -0.323 0.086
H -0.887452 -0.763372 1.818916 -0.131 -1.324 0.878 0.037
H 1.540580 -1.958889 0.255276 0.302 -0.551 0.430 0.097
H 2.140734 -0.271744 0.102251 1.041 -0.282 0.516 0.093
H 2.403931 -1.421530 -1.195281 1.561 -0.817 -1.918 0.066
H -2.751668 0.497711 -1.636548 0.951 -0.063 -0.594 0.055
H 0.317601 2.171698 0.372725 -0.094 -1.216 -0.747 0.118
```
Forces are in eV/Å.

Max |F| in eV/Å: 5.808
Total charge: 0
HOMO energy in eV: -7.731
Energy above the lowest of the compared OMol25 structures with the same formula, charge and spin in kJ/mol: 506.0
LUMO level in eV: 0.71